(a)
An isolated molecule of C5H9P, computed with wB97M-V/def2-TZVPD.

```
15
Properties=species:S:1:pos:R:3:mulliken_charge:R:1
H -2.86926 0.67418 -2.18955 -0.050
P -2.45672 1.10406 -0.98252 -0.084
C -1.12256 0.11495 -0.75292 0.552
C -0.85845 -1.08852 -1.52980 -1.210
C -0.26024 0.47452 0.48954 -0.368
C 0.99301 0.01897 0.79833 -0.094
C 1.85630 0.44674 1.94541 -1.219
H 0.06992 -1.14848 -2.16450 0.304
H -1.55812 -1.20110 -2.35565 0.332
H -0.63993 -2.04580 -1.03181 0.314
H -0.69367 1.24535 1.19442 0.226
H 1.54887 -0.44592 0.05103 0.333
H 1.31472 0.30027 2.88649 0.293
H 2.83977 0.07459 1.88580 0.330
H 1.83635 1.47620 1.75572 0.341
```

Results
Charge ... 0
SMILES string ... [H]/P=C(C)/C=C/C
LUMO level ... 0.1 eV


(b)
An isolated molecule of C5H9P, computed with wB97M-V/def2-TZVPD.

```
15
Properties=species:S:1:pos:R:3:mulliken_charge:R:1
C -0.04722 1.08474 -0.66288 -0.158
C 0.68370 0.07170 -0.21996 0.186
C -1.48528 1.09087 -0.78280 -0.616
C -1.10634 -1.38616 0.44671 -0.797
C 1.98331 -0.51621 0.17257 -1.131
P -2.26998 -0.03392 0.40762 -0.065
H 0.43005 1.95297 -1.13774 0.331
H -1.72797 2.18450 -0.47335 0.298
H -2.05711 0.93307 -1.75662 0.367
H -1.35259 -2.24185 -0.27270 0.279
H -1.00309 -1.72176 1.44100 0.357
H 2.00017 -1.30144 0.91783 0.269
H 2.61537 0.23726 0.54243 0.358
H 2.29509 -0.81172 -0.78286 0.311
H -1.55417 0.69752 1.52334 0.011
```

Results
Charge ... 0
LUMO level ... 0.7 eV


(c)
An isolated molecule of C5H9P, computed with wB97M-V/def2-TZVPD.

```
15
Properties=species:S:1:pos:R:3:mulliken_charge:R:1
C -0.36524 0.46521 -1.85890 -1.204
C -0.07531 0.21047 -0.45166 0.573
C 1.09873 -0.28564 -0.06910 -0.362
C 1.26659 -0.69572 1.47557 -0.801
P -0.33985 -0.26323 2.38172 -0.067
C -1.09109 0.54078 0.84858 -0.823
H 0.14343 -0.27337 -2.59366 0.298
H 0.14477 1.37188 -2.22900 0.287
H -1.51365 0.66569 -2.09156 0.264
H 1.95268 -0.38661 -0.80043 0.300
H 1.28018 -1.72305 1.59629 0.340
H 2.21004 -0.39013 1.94074 0.410
H -1.00368 -1.53046 2.20211 0.010
H -0.96308 1.59873 0.92658 0.349
H -2.15540 0.29251 0.80290 0.426
```

Results
Charge ... 0
SMILES string ... CC1=CCPC1
LUMO level ... 1.0 eV


(d)
An isolated molecule of C5H9P, computed with wB97M-V/def2-TZVPD.

```
15
Properties=species:S:1:pos:R:3:mulliken_charge:R:1
C 2.73279 -0.60987 0.17439 -0.869
C 2.09932 0.53571 -0.17786 0.073
C 0.64756 0.69825 -0.23780 -0.356
P -0.71575 -0.21322 0.14877 0.517
C -1.28549 -1.79381 -0.30461 -0.829
C -2.12967 1.05393 0.01717 -1.129
H 2.33929 -1.60584 0.22239 0.287
H 3.81938 -0.65646 -0.00847 0.248
H 2.80039 1.37755 -0.21511 0.276
H 0.21733 1.71018 -0.11442 0.162
H -0.68132 -2.51362 0.13135 0.310
H -2.36879 -1.85478 0.03500 0.245
H -2.83365 1.04751 -0.81887 0.342
H -1.92475 2.06993 0.23166 0.401
H -2.71663 0.75453 0.91640 0.323
```

Results
Charge ... 0
SMILES string ... C=CC=P(=C)C
LUMO level ... -0.4 eV


Verdict on stability: (c) comes out on top.


(a)
An isolated molecule of C5H9P, computed with wB97M-V/def2-TZVPD.

```
15
Properties=species:S:1:pos:R:3:mulliken_charge:R:1
C 0.72255 -1.58992 -1.72499 -0.629
C 0.23566 -0.37069 -2.09170 0.038
C 0.06482 0.61118 -1.07992 -0.479
P -0.60576 0.20635 0.43269 0.405
C 0.10235 -1.17794 1.20624 -1.068
C -0.33662 1.82536 1.32051 -1.064
H 0.74916 -1.74629 -0.66176 0.215
H 0.73296 -2.42056 -2.46366 0.264
H 0.07863 -0.13966 -3.17964 0.277
H -0.36628 1.51139 -1.38679 0.295
H -0.12546 -2.09340 0.97008 0.435
H 0.09932 -1.15029 2.28807 0.302
H 0.55802 1.82786 1.88703 0.366
H -1.18576 2.18468 2.01385 0.328
H -0.23682 2.75476 0.72112 0.315
```

Results
Charge ... 0
SMILES string ... C=CC=P(=C)C
LUMO level (alpha / beta) ... -0.4 / -0.5 eV


(b)
A cluster of 2 separate species, C5H9P in total, computed with wB97M-V/def2-TZVPD.

```
15
Properties=species:S:1:pos:R:3:mulliken_charge:R:1
C 1.13864 -1.79521 0.22683 -1.070
C -2.04867 -0.60098 0.16229 -0.509
C -0.99713 0.26265 0.68858 -0.039
C -1.22635 0.17462 -0.82443 -0.320
C 1.70985 1.09921 0.04649 -1.154
P 0.44054 -0.27596 -0.20441 0.537
H 1.99492 -1.68931 -0.31849 0.311
H 0.57170 -2.71846 0.04977 0.234
H -2.00892 -1.72293 0.31436 0.153
H -3.15598 -0.35323 0.29633 0.226
H -1.17186 1.47539 1.68150 0.247
H -1.78664 1.05951 -1.36933 0.265
H 1.93886 1.01106 1.06747 0.375
H 2.49858 1.16565 -0.67454 0.378
H 1.23347 2.10462 0.04842 0.366
```

Results
Charge ... 0
LUMO level ... 0.7 eV


Verdict on stability: (a) comes out on top.


(a)
An isolated molecule of C5H9P, computed with wB97M-V/def2-TZVPD.

```
15
Properties=species:S:1:pos:R:3:mulliken_charge:R:1
C -0.90422 -1.72752 -0.14965 -1.235
C -0.00457 -0.71526 0.52760 -0.059
C -0.20924 0.64055 -0.10981 -0.936
C 0.95611 1.48764 0.15838 -0.650
C 2.08375 0.56149 -0.14894 -0.197
P 1.82752 -1.09007 -0.06234 -0.173
H -0.40704 -2.14679 -1.07512 0.334
H -1.96670 -1.56616 -0.45046 0.319
H -0.98286 -2.68279 0.52399 0.279
H -0.15599 -0.67415 1.58754 0.473
H -1.21520 1.03203 0.09859 0.454
H -0.14813 0.51302 -1.16304 0.368
H 1.11026 1.95201 1.10735 0.340
H 0.71145 2.32232 -0.43662 0.309
H 3.01975 1.07853 -0.10338 0.375
```

Results
Charge ... 0
SMILES string ... C[C@@H]1CCC=P1
LUMO level ... 0.4 eV


(b)
A cluster of 2 separate species, C5H9P in total, computed with wB97M-V/def2-TZVPD.

```
15
Properties=species:S:1:pos:R:3:mulliken_charge:R:1
C -0.58286 -1.61664 -0.35299 -1.043
C 0.40135 -0.58286 0.03416 0.228
C 1.70906 -0.59310 -0.33014 -0.331
P 2.85050 0.75989 0.28929 -0.036
H -0.61956 -1.62111 -1.47404 0.271
H -0.18920 -2.62354 -0.11561 0.340
H -1.64132 -1.32006 0.02643 0.188
H -0.16425 0.26789 0.56055 0.005
H 2.21725 -1.52578 -0.76764 0.307
H 1.83291 1.54622 0.74030 -0.004
H 2.96207 1.08050 -1.03353 0.023
C -2.49504 1.26470 1.02706 -0.384
C -1.90395 1.85376 0.17333 -0.296
H -3.22579 0.67320 1.56823 0.358
H -1.15116 2.43694 -0.34539 0.374
```

Results
Charge ... 0
SMILES string ... C/C=C/P.C#C
LUMO level ... 1.1 eV


Verdict on stability: (a) comes out on top.